{
  "formula": "H3N3O2S",
  "method": "ωB97M-V with the def2-TZVPD basis set",
  "symbols": ["S", "H", "N", "N", "O", "N", "O", "H", "H"],
  "xyz": [[-2.83, 0.32, -0.03], [2.29, 0.37, -0.65], [0.69, -0.85, 0.08], [1.92, -0.41, -0.13], [-1.53, -0.68, 0.21], [-0.24, -0.01, -0.04], [-0.31, 1.11, -0.55], [-2.66, 1.22, 0.92], [2.68, -1.06, 0.18]],
  "homo_energy_ev": -8.841,
  "e_tot_ha": -714.53670,
  "gap_ev": 9.51,
  "smiles": "N/N=[N+](\\[O-])OS",
  "relative_energy_kcal_mol": 60.0,
  "lumo_energy_ev": 0.67
}


{
  "formula": "H3N3O2S",
  "method": "ωB97M-V with the def2-TZVPD basis set",
  "symbols": ["N", "N", "S", "H", "H", "N", "H", "O", "O"],
  "xyz": [[0.96, -1.15, -0.05], [0.49, 0.06, 0.25], [-1.94, -1.09, 0.22], [0.28, -1.43, -0.66], [1.89, -1.10, -0.44], [-0.97, 0.20, 0.24], [-0.40, 1.88, 0.05], [1.00, 1.16, 0.06], [-1.30, 1.48, 0.33]],
  "homo_energy_ev": [-8.235, -8.459],
  "e_tot_ha": -714.50468,
  "gap_ev": [8.07, 7.87],
  "relative_energy_kcal_mol": 80.1,
  "lumo_energy_ev": [-0.17, -0.59]
}


{
  "formula": "H3N3O2S",
  "method": "ωB97M-V with the def2-TZVPD basis set",
  "symbols": ["S", "H", "O", "H", "H", "N", "N", "N", "O"],
  "xyz": [[0.15, -2.40, -0.21], [-1.14, -2.63, -0.47], [1.01, 1.12, -1.09], [-1.79, 0.75, 0.88], [-0.91, 1.31, -0.58], [0.13, 0.31, 0.79], [-0.95, 0.88, 0.35], [1.22, 0.52, -0.04], [2.28, 0.13, 0.36]],
  "homo_energy_ev": [-9.981, -9.307],
  "e_tot_ha": -714.50872,
  "gap_ev": [8.44, 7.07],
  "relative_energy_kcal_mol": 77.6,
  "lumo_energy_ev": [-1.54, -2.23]
}


{
  "formula": "H3N3O3",
  "method": "ωB97M-V with the def2-TZVPD basis set",
  "symbols": ["O", "O", "H", "N", "H", "H", "O", "N", "N"],
  "xyz": [[-0.16, -1.57, 0.12], [-2.11, 1.38, -0.01], [0.34, 1.44, -0.65], [0.62, 0.57, -0.10], [-0.34, -2.09, -0.68], [0.81, 0.65, 0.93], [-2.78, -0.66, 0.02], [-0.31, -0.41, -0.51], [-2.02, 0.21, -0.06]],
  "homo_energy_ev": -8.816,
  "e_tot_ha": -391.56101,
  "gap_ev": 9.60,
  "relative_energy_kcal_mol": 112.5,
  "lumo_energy_ev": 0.78
}


{
  "formula": "H3N4O",
  "method": "ωB97M-V with the def2-TZVPD basis set",
  "symbols": ["H", "N", "N", "H", "N", "H", "N", "O"],
  "xyz": [[-0.54, 1.80, 0.64], [1.76, -0.14, -0.06], [1.01, 0.64, 0.46], [-1.85, -1.51, -0.84], [2.77, -0.75, -0.15], [-1.06, -0.19, -0.10], [-0.18, 1.10, 0.04], [-1.91, -0.95, 0.00]],
  "homo_energy_ev": -2.128,
  "e_tot_ha": -295.95564,
  "gap_ev": 7.02,
  "charge": -1,
  "relative_energy_kcal_mol": 0.0,
  "lumo_energy_ev": 4.89
}


{
  "formula": "H3N4O2",
  "method": "ωB97M-V with the def2-TZVPD basis set",
  "symbols": ["O", "O", "H", "H", "N", "N", "N", "H", "N"],
  "xyz": [[-2.43, -0.02, -0.82], [-1.35, -1.04, 0.77], [1.84, 0.40, -1.19], [1.41, -1.01, -0.52], [0.35, 0.91, 0.78], [1.99, -0.19, -0.38], [-1.50, -0.09, -0.02], [0.32, 0.10, 1.43], [-0.63, 0.93, -0.04]],
  "homo_energy_ev": [-4.740, -2.897],
  "e_tot_ha": -371.13579,
  "gap_ev": [9.07, 6.89],
  "charge": -1,
  "relative_energy_kcal_mol": 29.9,
  "lumo_energy_ev": [4.33, 3.99]
}


{
  "formula": "H3NO2",
  "method": "ωB97M-V with the def2-TZVPD basis set",
  "symbols": ["O", "H", "H", "O", "N", "H"],
  "xyz": [[-0.46, -0.23, 0.77], [0.31, -1.39, -0.58], [-0.36, -0.18, -1.29], [0.32, 1.05, 0.93], [-0.39, -0.75, -0.48], [1.27, 0.96, 1.21]],
  "homo_energy_ev": -10.172,
  "e_tot_ha": -206.86102,
  "gap_ev": 11.09,
  "smiles": "NOO",
  "relative_energy_kcal_mol": 42.8,
  "lumo_energy_ev": 0.92
}


{
  "formula": "H3NO3Si",
  "method": "ωB97M-V with the def2-TZVPD basis set",
  "symbols": ["H", "H", "N", "O", "O", "Si", "H", "O"],
  "xyz": [[1.71, -0.96, -1.02], [1.15, 1.25, -0.40], [-1.66, 0.07, -0.01], [-0.47, -0.47, 0.36], [-1.64, 0.82, -0.91], [1.28, -0.05, 0.08], [2.20, -0.28, 1.27], [-2.58, -0.37, 0.62]],
  "homo_energy_ev": -11.203,
  "e_tot_ha": -571.62334,
  "gap_ev": 11.52,
  "smiles": "O=[N+]([O-])O[SiH3]",
  "relative_energy_kcal_mol": 56.9,
  "lumo_energy_ev": 0.31
}


{
  "formula": "H3NO4P",
  "method": "ωB97M-V with the def2-TZVPD basis set",
  "symbols": ["P", "H", "H", "O", "O", "N", "H", "O", "O"],
  "xyz": [[-1.01, 1.24, -3.45], [0.43, 0.14, 0.16], [-0.59, 1.11, 1.38], [-1.01, 2.94, -3.24], [-2.28, 0.77, -4.07], [-0.31, 0.22, 0.90], [-1.08, -0.09, 0.40], [-0.11, 2.31, -4.28], [-0.41, 0.54, -2.32]],
  "homo_energy_ev": -5.385,
  "e_tot_ha": -698.93334,
  "gap_ev": 9.53,
  "charge": -1,
  "relative_energy_kcal_mol": 20.0,
  "lumo_energy_ev": 4.15
}


{
  "formula": "H3NO6Si",
  "method": "ωB97M-V with the def2-TZVPD basis set",
  "symbols": ["N", "O", "H", "H", "O", "O", "O", "H", "O", "Si", "O"],
  "xyz": [[2.80, -0.09, -0.07], [2.81, 1.09, -0.01], [0.60, 1.83, -0.79], [-0.56, -2.20, -0.31], [-0.78, -1.31, -0.50], [3.77, -0.78, -0.15], [0.07, 0.03, 1.58], [-0.53, 0.59, 1.92], [-0.14, 1.21, -0.97], [0.14, -0.08, -0.07], [1.65, -0.66, -0.13]],
  "homo_energy_ev": -11.575,
  "e_tot_ha": -797.54444,
  "gap_ev": 11.79,
  "smiles": "O=[N+]([O-])O[Si](O)(O)O",
  "relative_energy_kcal_mol": 15.4,
  "lumo_energy_ev": 0.22
}


{
  "formula": "H3NOPS",
  "method": "ωB97M-V with the def2-TZVPD basis set",
  "symbols": ["H", "N", "S", "P", "O", "H", "H"],
  "xyz": [[-0.96, 0.46, -2.72], [1.29, -0.24, 0.37], [0.60, -0.41, -1.04], [-0.60, 1.20, -1.60], [0.33, -1.03, 2.10], [-0.43, -1.37, 1.64], [1.10, 0.64, 0.84]],
  "homo_energy_ev": [-2.985, -2.381],
  "e_tot_ha": -871.24686,
  "gap_ev": [6.88, 6.38],
  "charge": -1,
  "relative_energy_kcal_mol": 73.5,
  "lumo_energy_ev": [3.90, 4.00]
}


{
  "formula": "H3NOS",
  "method": "ωB97M-V with the def2-TZVPD basis set",
  "symbols": ["H", "H", "S", "O", "N", "H"],
  "xyz": [[0.94, -0.97, -0.77], [0.93, 0.02, 0.63], [-1.13, -0.80, 0.00], [-1.87, 0.71, -0.09], [0.49, -0.26, -0.25], [-1.16, 1.28, 0.25]],
  "homo_energy_ev": -8.396,
  "e_tot_ha": -529.93654,
  "gap_ev": 9.12,
  "smiles": "NSO",
  "relative_energy_kcal_mol": 4.0,
  "lumo_energy_ev": 0.73
}


{
  "formula": "H3NOS",
  "method": "ωB97M-V with the def2-TZVPD basis set",
  "symbols": ["N", "H", "H", "S", "O", "H"],
  "xyz": [[0.07, 0.71, -0.78], [-0.68, 1.21, -0.33], [1.00, -1.29, 1.97], [1.34, 0.30, 0.20], [0.51, -0.83, 1.15], [-0.27, -0.04, -1.38]],
  "homo_energy_ev": -8.317,
  "e_tot_ha": -529.93841,
  "gap_ev": 9.03,
  "smiles": "NSO",
  "relative_energy_kcal_mol": 2.8,
  "lumo_energy_ev": 0.71
}


{
  "formula": "H3NOS",
  "method": "ωB97M-V with the def2-TZVPD basis set",
  "symbols": ["H", "H", "N", "O", "S", "H"],
  "xyz": [[-0.98, 0.75, 0.74], [1.89, -1.43, -0.53], [-0.40, 0.78, -0.09], [2.46, -0.85, -0.02], [1.18, 1.08, 0.02], [-0.88, 0.86, -0.98]],
  "homo_energy_ev": [-9.447, -9.451],
  "e_tot_ha": -529.88417,
  "gap_ev": [8.51, 8.51],
  "relative_energy_kcal_mol": 36.8,
  "lumo_energy_ev": [-0.93, -0.94]
}


{
  "formula": "H3NP2S",
  "method": "ωB97M-V with the def2-TZVPD basis set",
  "symbols": ["H", "N", "H", "P", "P", "H", "S"],
  "xyz": [[0.70, -1.49, 0.53], [-1.72, 0.15, 0.37], [-0.44, 1.06, -1.52], [-0.42, 0.93, -0.06], [1.07, -0.66, -0.56], [-1.97, -0.08, 1.37], [2.79, 0.09, -0.14]],
  "homo_energy_ev": [-8.891, -8.929],
  "e_tot_ha": -1137.34814,
  "gap_ev": [6.79, 6.64],
  "relative_energy_kcal_mol": 68.2,
  "lumo_energy_ev": [-2.10, -2.29]
}


{
  "formula": "H3O2PS",
  "method": "ωB97M-V with the def2-TZVPD basis set",
  "symbols": ["P", "S", "H", "O", "H", "O", "H"],
  "xyz": [[-0.38, -0.79, 0.29], [-0.12, 1.46, 0.84], [-1.53, -0.53, -1.34], [-0.62, -0.48, -1.31], [-0.23, 1.55, 2.26], [1.11, -1.41, 0.21], [1.40, -1.12, -0.69]],
  "homo_energy_ev": -9.167,
  "e_tot_ha": -891.84868,
  "gap_ev": 9.77,
  "smiles": "OP(O)S",
  "relative_energy_kcal_mol": 21.7,
  "lumo_energy_ev": 0.60
}


{
  "formula": "H3O2PS",
  "method": "ωB97M-V with the def2-TZVPD basis set",
  "symbols": ["H", "S", "O", "H", "H", "P", "O"],
  "xyz": [[-1.43, -0.55, 1.21], [-0.75, -0.62, -0.07], [2.01, 0.91, -0.54], [0.55, -0.99, 0.66], [0.05, 1.54, 0.54], [0.70, 1.43, -0.86], [-1.13, -1.72, -0.94]],
  "homo_energy_ev": -9.765,
  "e_tot_ha": -891.70320,
  "gap_ev": 9.12,
  "smiles": "O=[PH]=[SH2]=O",
  "relative_energy_kcal_mol": 113.0,
  "lumo_energy_ev": -0.64
}


{
  "formula": "H3O2PS",
  "method": "ωB97M-V with the def2-TZVPD basis set",
  "symbols": ["H", "O", "H", "S", "P", "H", "O"],
  "xyz": [[0.63, -1.25, 0.29], [-0.35, -1.31, 0.55], [1.47, 0.61, -1.64], [-2.46, 0.71, 0.03], [-1.09, -0.59, -0.76], [-2.12, 0.48, 1.34], [1.28, 0.15, -0.79]],
  "homo_energy_ev": [-9.336, -9.341],
  "e_tot_ha": -891.76831,
  "gap_ev": [8.14, 8.14],
  "relative_energy_kcal_mol": 72.1,
  "lumo_energy_ev": [-1.20, -1.20]
}


{
  "formula": "H3O2PS",
  "method": "ωB97M-V with the def2-TZVPD basis set",
  "symbols": ["H", "H", "S", "O", "O", "H", "P"],
  "xyz": [[-1.19, 0.30, -1.67], [1.46, -0.21, -0.33], [-0.83, -2.05, 0.46], [0.22, 1.05, 1.11], [-0.37, 0.67, -1.30], [0.63, 0.37, 1.71], [0.08, -0.13, 0.02]],
  "homo_energy_ev": -9.231,
  "e_tot_ha": -891.84275,
  "gap_ev": 9.70,
  "relative_energy_kcal_mol": 25.4,
  "lumo_energy_ev": 0.47
}


{
  "formula": "H3O2PS4",
  "method": "ωB97M-V with the def2-TZVPD basis set",
  "symbols": ["S", "S", "H", "S", "H", "O", "S", "P", "O", "H"],
  "xyz": [[-0.19, 0.68, 1.91], [2.22, -1.53, 0.18], [2.14, -1.18, 1.45], [-1.63, -1.72, -0.39], [-2.07, -1.36, 0.81], [-0.22, 2.19, -0.92], [2.05, 0.25, -0.82], [0.07, 0.84, -0.03], [-1.27, -0.27, -0.90], [-1.12, 2.10, -1.29]],
  "homo_energy_ev": -8.507,
  "e_tot_ha": -2086.39610,
  "gap_ev": 8.13,
  "smiles": "O[P@@](=S)(OS)SS",
  "relative_energy_kcal_mol": 11.9,
  "lumo_energy_ev": -0.38
}